Record 1
Formula: C32H82N6O10
Source: OMol25
Level of theory: the ωB97M-V functional and the def2-TZVPD basis

Structure (XYZ):
```
130
Properties=species:S:1:pos:R:3:lowdin_charge:R:1
O -10.026 0.630 -7.928 -0.1918
O 3.161 -7.193 11.138 -0.2252
O -7.986 -8.018 0.017 -0.2164
O 1.877 -3.867 -2.660 -0.1781
O 6.905 -2.326 9.569 -0.1834
O -4.173 -2.035 -3.884 -0.1870
O -2.218 -5.592 2.223 -0.2289
O 0.328 -3.402 10.700 -0.2051
O -12.490 -1.545 -4.095 -0.1957
O -13.791 -14.701 -2.166 -0.1867
N -5.489 -7.020 1.209 -0.0808
N -12.497 -0.844 -6.855 -0.0640
N 5.103 -4.925 10.196 -0.0810
N -1.292 -2.373 -3.542 -0.1049
N -15.625 -16.336 -3.831 0.0438
N -1.345 -0.300 11.829 0.0224
C 5.507 -2.540 9.456 -0.2250
C 0.776 -1.214 12.626 -0.0783
C -2.123 -1.372 -2.939 -0.2349
C 2.664 -8.022 12.112 -0.1640
C -8.154 -7.448 -1.350 -0.0490
C -9.436 1.828 -7.524 -0.1321
C -0.414 -3.148 -2.679 -0.1676
C 2.881 -4.839 -2.943 -0.1017
C 7.290 -1.080 10.069 -0.1379
C -3.318 -0.927 -3.715 -0.2308
C -4.307 -6.161 1.254 -0.2017
C -5.465 -8.172 0.290 -0.1991
C -0.213 -1.150 11.486 -0.4457
C -15.802 -14.906 -3.776 -0.4739
C -3.146 -6.765 2.096 -0.1347
C 4.612 -7.345 10.955 -0.1509
C 5.122 -6.381 9.781 -0.1399
C -5.387 -1.820 -4.570 -0.1083
C -12.668 -2.224 -6.416 -0.2067
C -13.307 -2.250 -5.001 -0.2312
C 5.182 -3.964 9.100 -0.2164
C -12.618 -14.070 -2.020 -0.1578
C -12.997 -1.448 -2.763 -0.0989
C -6.864 -8.815 0.263 -0.2440
C -12.051 -0.632 -8.234 -0.2071
C -14.496 -14.320 -3.363 -0.2029
C 0.741 -3.966 -3.405 -0.2473
C -0.074 -4.268 9.573 -0.0707
C -0.758 -2.519 11.093 -0.1964
C -16.990 -14.543 -2.910 -0.0521
C -0.817 -5.911 2.339 -0.1188
C -11.398 0.744 -8.406 -0.1896
H -14.287 -1.778 -5.073 0.1187
H 6.197 -6.556 9.760 0.1059
H 0.708 -4.970 9.284 0.0797
H -12.651 -13.064 -2.437 0.0917
H -12.126 -14.322 -1.080 0.1009
H -1.162 -2.925 12.020 0.1188
H -15.996 -14.558 -4.790 0.1344
H -5.228 -7.769 -0.695 0.1026
H -2.561 -7.504 1.548 0.1086
H -2.151 -0.729 12.262 0.0676
H -9.650 2.006 -6.470 0.0865
H 4.138 -3.891 8.798 0.1142
H 3.033 -7.677 13.077 0.0881
H -0.482 -5.930 3.376 0.0786
H 5.001 -1.820 8.814 0.1224
H -2.995 -0.513 -4.670 0.1248
H 3.455 -4.793 -2.017 0.0855
H -5.312 -1.325 -5.538 0.0857
H -8.355 1.787 -7.657 0.0833
H -13.115 -2.453 -2.358 0.0851
H -1.879 -2.965 -4.112 0.1083
H -7.071 -9.668 -0.384 0.1183
H -4.739 -5.225 1.607 0.1233
H 1.155 -0.258 12.988 0.0700
H -4.720 -8.896 0.618 0.1159
H -11.579 1.019 -9.445 0.1144
H -13.815 -14.332 -4.215 0.1260
H -16.583 -14.471 -1.901 0.0851
H -11.945 1.469 -7.803 0.1192
H -0.484 -6.799 1.801 0.0733
H 5.908 -4.311 8.364 0.1281
H -6.118 -1.300 -3.951 0.0847
H -14.589 -13.234 -3.318 0.1200
H -17.868 -15.170 -3.065 0.0816
H -16.496 -16.750 -3.531 0.0594
H -5.806 -2.807 -4.766 0.0854
H 2.798 -5.925 -2.988 0.0840
H -17.146 -13.521 -3.254 0.0770
H -7.353 -6.756 -1.615 0.0761
H -2.462 -2.000 -2.115 0.1119
H -0.230 -5.166 1.803 0.0762
H -13.480 -3.292 -4.733 0.1149
H 1.723 -1.677 12.349 0.0732
H -9.122 -6.951 -1.414 0.0818
H 4.919 -8.390 10.950 0.1087
H 4.893 -7.058 11.968 0.1072
H -3.783 -0.104 -3.172 0.1231
H 0.302 -1.629 13.515 0.0813
H 7.098 -0.842 11.115 0.0852
H -6.356 -6.567 0.957 0.0938
H -13.490 -2.700 -6.950 0.1065
H -8.178 -8.268 -2.068 0.0779
H -11.438 -1.479 -8.540 0.1146
H -0.981 -4.791 9.874 0.0788
H -3.505 -6.950 3.108 0.1180
H -1.524 -0.565 -2.518 0.1254
H 1.603 -7.791 12.207 0.0870
H 5.199 -2.362 10.486 0.1189
H 0.088 -2.468 -1.991 0.1165
H -1.105 0.595 12.229 0.0699
H 4.606 -6.500 8.828 0.1072
H 3.404 -4.489 -3.832 0.0880
H -11.977 -0.261 -6.215 0.1033
H 0.947 -3.460 -4.348 0.1130
H -12.255 -0.939 -2.148 0.0821
H 0.312 -0.654 10.669 0.1339
H -12.052 -14.649 -2.750 0.0886
H 4.270 -4.707 10.723 0.0961
H -1.105 -3.747 -2.085 0.1082
H -12.926 -0.611 -8.884 0.1086
H -7.023 -9.144 1.290 0.1212
H -1.610 -2.548 10.414 0.1195
H 6.853 -0.273 9.480 0.0799
H -9.760 2.641 -8.174 0.0847
H -15.110 -16.519 -2.982 0.0651
H 2.762 -9.082 11.880 0.0910
H -13.874 -0.809 -2.657 0.0848
H -0.328 -3.631 8.725 0.0803
H 8.351 -0.905 9.887 0.0848
H -3.882 -6.010 0.261 0.1068
H -11.901 -2.949 -6.689 0.1105
H 0.349 -4.928 -3.736 0.1168
```

Output
E_HOMO	-8.09	eV
orbital gap	8.58	eV
SMILES	COC[C@H](C)N.COC[C@H](C)N.COCCNCCOC.COCCNCCOC.COCCNCCOC.COCCNCCOC
energy above the lowest of the compared OMol25 structures with the same formula, charge and spin	10.668	eV

---

Record 2
Formula: C3H7N2O
Source: OMol25
Level of theory: the ωB97M-V functional and the def2-TZVPD basis

Structure (XYZ):
```
13
Properties=species:S:1:pos:R:3:nbo_charge:R:1
O 1.788 0.175 1.369 -0.5807
N 1.516 -1.824 0.206 -0.7302
N -0.385 1.472 0.346 -0.6916
C -0.930 0.122 -0.014 -0.1179
C 1.674 -0.859 0.868 0.8716
C -1.025 -0.149 -1.287 -0.3421
H 1.655 -2.771 -0.069 0.4699
H -0.985 0.459 -2.209 0.2463
H -1.010 -0.743 0.748 0.2762
H -1.002 1.942 1.050 0.4410
H 0.480 1.312 0.848 0.4689
H -0.348 2.122 -0.355 0.4351
H -1.429 -1.257 -1.500 0.2535
```

Output
E_HOMO	-15.25	eV
orbital gap	11.83	eV
net charge	+1
energy above the lowest of the compared OMol25 structures with the same formula, charge and spin	2.226	eV

---

Record 3
Formula: C35H66BrN2O9PS6
Source: OMol25
Level of theory: the ωB97M-V functional and the def2-TZVPD basis

Structure (XYZ):
```
120
Properties=species:S:1:pos:R:3:lowdin_charge:R:1
Br 5.985 2.678 0.480 0.5724
S -5.546 9.019 -7.823 0.8086
S -0.903 0.353 -2.784 0.8171
S -5.671 -2.952 6.845 0.8102
S -0.410 -0.695 7.419 0.8531
S -2.385 1.023 3.629 0.8299
S -1.607 5.149 -5.068 0.7946
P 2.484 1.078 2.049 0.9707
O -0.320 1.483 0.392 -0.0806
O 0.860 3.232 -0.656 -0.1478
O 3.942 1.505 2.844 -0.3560
O 5.215 -4.415 -0.197 -0.2032
O -1.815 -0.642 6.906 -0.5828
O -5.980 -2.714 5.401 -0.5607
O -0.968 1.204 4.064 -0.5741
O -4.365 8.678 -6.972 -0.5655
O -1.945 3.939 -5.880 -0.5634
N 2.759 0.387 0.430 -0.1363
N 1.785 -0.273 2.977 -0.1509
C 0.698 1.909 -0.253 -0.5954
C -3.440 1.743 4.905 -0.2605
C 1.114 -5.013 -2.087 -0.0562
C -3.131 6.085 -4.830 -0.2637
C 4.890 -1.083 1.245 -0.1451
C 3.134 -1.395 -3.964 -0.1480
C 0.876 0.839 -3.175 -0.4074
C 4.044 -4.816 0.573 -0.2759
C -0.824 6.343 -6.173 -0.2670
C -2.840 -0.695 3.956 -0.2591
C -5.635 -4.740 7.103 -0.2781
C 6.210 -0.171 1.410 -0.2540
C -0.244 0.585 8.680 -0.2572
C 5.167 -2.269 -1.617 -0.1081
C 0.400 -3.742 -2.632 -0.1542
C -1.423 -4.037 -0.603 -0.0601
C 2.475 -2.856 -4.122 -0.1722
C 3.848 -0.570 0.148 -0.0906
C 3.026 -0.784 -2.485 -0.0012
C 0.859 -2.864 -3.887 -0.1496
C 4.665 -3.793 -1.417 -0.1987
C -0.649 -5.300 -0.110 -0.0935
C 1.847 0.810 -0.639 0.0170
C -2.615 2.308 -1.569 -0.1733
C 6.552 0.771 0.151 -0.5662
C -6.864 7.856 -7.410 -0.2721
C 4.518 -5.318 2.026 -0.0820
C 4.008 -1.180 -1.297 -0.0273
C -5.228 8.364 -9.476 -0.2732
C -1.860 1.937 -2.947 -0.5128
C -0.898 -3.269 -1.877 -0.0166
C 0.643 -5.820 -0.819 -0.0816
C -0.301 -2.096 8.554 -0.2678
C 1.924 0.280 -2.104 -0.0697
C -3.899 -2.691 7.069 -0.2881
H -4.401 8.924 -9.916 0.0497
H -2.375 -3.635 -0.087 0.0927
H -3.073 1.406 -1.036 0.0713
H 4.159 0.832 3.533 0.0487
H -5.295 -4.956 8.117 0.0489
H 1.395 -0.954 2.288 0.0470
H -2.573 1.852 -3.842 0.0707
H -6.118 8.488 -10.095 0.0519
H 3.528 -3.911 -1.446 0.0846
H -3.173 1.337 5.883 0.0373
H -2.904 7.036 -4.344 0.0579
H 0.324 -3.280 -4.825 0.1269
H -3.905 -0.834 3.761 0.0559
H -7.703 7.996 -8.095 0.0518
H -1.015 -5.866 0.820 0.0800
H -3.494 3.007 -1.872 0.0698
H -0.419 -3.016 7.979 0.0504
H 0.546 -1.768 -3.804 0.0634
H 2.676 -0.731 -4.777 0.1130
H -6.646 -5.128 6.970 0.0475
H 4.251 -1.510 -4.232 0.1109
H 6.060 -2.101 -0.922 0.1112
H -7.194 8.057 -6.390 0.0505
H -1.498 -2.352 -2.231 0.0552
H 5.547 -2.191 -2.700 0.1114
H -3.684 -1.636 6.913 0.0137
H -4.486 1.525 4.680 0.0548
H -0.670 7.285 -5.644 0.0544
H 5.140 -6.278 1.992 0.0808
H -1.039 0.484 9.421 0.0592
H 2.053 -5.368 -2.662 0.0893
H 6.213 0.501 2.341 0.0881
H 1.194 -6.758 -0.436 0.0890
H 1.121 0.544 -4.252 0.0691
H 5.086 -4.425 -2.294 0.1360
H -1.450 6.503 -7.053 0.0551
H 0.676 -2.097 9.040 0.0530
H -3.614 -2.972 8.085 0.0520
H -0.322 1.559 8.195 0.0561
H -1.093 -2.032 9.303 0.0558
H -3.339 -3.286 6.344 0.0655
H 0.142 5.942 -6.485 0.0475
H 0.732 0.499 9.162 0.0543
H 5.147 -4.456 2.481 0.0818
H 3.419 -5.596 -0.002 0.1111
H 4.330 -1.057 2.261 0.0978
H 3.572 -5.452 2.659 0.0803
H -3.289 2.823 4.908 0.0493
H 7.709 0.826 0.091 0.0693
H -1.144 2.809 -3.186 0.0643
H 2.616 -3.159 -5.234 0.1210
H -2.611 -0.952 4.993 0.0044
H 0.950 0.048 3.511 0.0063
H -4.957 7.308 -9.414 0.0580
H 3.401 -3.858 0.725 0.1276
H -4.969 -5.209 6.376 0.0557
H 2.988 -3.668 -3.503 0.0686
H -3.615 6.262 -5.792 0.0391
H 6.205 0.373 -0.862 0.0589
H -1.956 2.956 -0.870 0.0776
H -6.493 6.832 -7.475 0.0575
H 0.923 1.999 -3.126 0.1005
H 7.119 -0.882 1.543 0.1194
H -3.798 5.503 -4.191 0.0470
H 5.198 -2.167 1.049 0.0962
H -2.264 -1.338 3.289 0.0507
```

Output
E_HOMO	-7.68	eV
orbital gap	6.81	eV

---

Record 4
Formula: C4H6FeLiO
Source: OMol25
Level of theory: the ωB97M-V functional and the def2-TZVPD basis

Structure (XYZ):
```
13
Properties=species:S:1:pos:R:3:nbo_charge:R:1
Fe 1.768 1.640 -1.383 0.7543
O -0.119 -0.007 0.219 -0.8248
C -3.731 -0.607 -1.022 -0.4892
C -2.807 0.135 -1.378 -0.6268
C 1.101 -0.063 0.999 -0.0866
C 2.300 0.127 0.098 -1.0521
Li -0.923 0.941 -1.252 0.8077
H 1.045 0.735 1.758 0.1653
H 2.612 -0.814 -0.395 0.2213
H -4.596 -1.119 -0.631 0.2100
H 3.155 0.426 0.732 0.2245
H 1.077 -1.026 1.540 0.1759
H -0.881 -0.367 0.712 0.5206
```

Output
E_HOMO (spin up / spin down)	-7.87 / -8.04	eV
orbital gap (spin up / spin down)	7.41 / 5.65	eV
multiplicity	6

---

E across the listed records, respectively: -2348.9020; -302.9582; -7463.8050; -1502.2702 Eh.